Molecular formula: C37H44AsF6GaN5
Method: DFT, ωB97M-V with the def2-TZVPD basis set

```
! wB97M-V def2-TZVPD RIJCOSX def2/J DEFGRID3
* xyz 2 2
C 8.055 9.380 14.823
N 12.812 10.538 9.203
F 13.043 8.474 11.581
C 8.679 7.455 12.766
H 13.056 8.419 9.125
H 17.520 7.944 9.800
As 13.430 6.537 12.444
H 12.001 10.275 5.389
H 7.167 10.946 6.679
N 13.559 10.839 13.313
C 9.106 10.289 9.444
F 14.919 7.271 13.043
C 15.770 8.933 10.674
C 14.114 12.654 14.826
C 9.473 8.716 14.719
C 15.859 11.193 10.947
C 17.027 8.904 10.104
Ga 12.897 10.564 11.177
C 17.747 10.079 9.917
H 12.903 8.321 6.733
H 14.673 9.601 16.261
C 9.594 8.175 11.806
F 11.923 5.889 11.717
C 10.325 14.324 8.455
F 13.826 4.945 13.228
H 10.254 6.787 14.165
C 10.338 9.530 13.699
H 7.811 9.308 7.148
H 8.561 11.294 12.939
H 11.411 12.346 6.560
H 12.992 13.699 8.022
F 14.279 6.200 10.967
C 10.238 10.751 10.123
H 8.633 6.810 14.892
H 8.120 10.376 15.248
H 15.687 12.735 12.292
C 8.379 10.291 12.506
C 15.300 12.562 11.282
H 7.416 8.738 15.452
C 14.478 10.348 15.488
C 17.158 11.232 10.485
H 13.649 14.220 12.648
H 9.942 8.681 15.738
C 13.282 13.167 12.446
C 8.425 10.962 8.388
C 9.781 9.595 12.287
H 6.495 10.012 13.561
N 15.143 10.074 11.089
H 14.072 8.904 14.037
C 11.892 11.555 7.098
H 10.467 15.024 9.369
C 12.701 9.303 7.210
C 9.956 12.890 8.705
H 9.517 14.808 7.893
N 10.675 10.389 11.352
H 11.278 14.427 7.885
C 8.841 12.315 8.121
F 12.594 7.225 13.780
C 9.293 7.322 14.197
H 18.645 10.222 9.318
H 7.826 10.478 11.567
H 8.537 6.428 12.383
C 12.861 9.375 8.555
H 9.124 8.091 10.820
H 15.133 8.038 10.726
C 13.428 13.583 10.097
C 7.495 9.508 13.398
C 12.207 10.404 6.462
H 14.230 13.739 15.085
H 14.212 14.379 10.030
C 13.262 12.907 8.732
C 7.422 10.273 7.527
C 12.230 11.728 8.590
H 17.767 12.122 10.539
H 12.185 13.186 12.338
C 13.634 12.179 13.550
H 14.759 12.066 16.793
C 14.069 9.959 14.208
H 11.200 12.705 10.304
H 10.535 10.520 14.152
N 13.835 12.644 11.188
H 14.229 12.591 8.356
H 6.512 9.999 8.110
H 6.619 7.535 13.442
H 15.766 13.301 10.611
H 12.527 14.132 10.465
C 7.314 8.117 12.813
H 11.305 8.957 13.716
C 14.487 11.692 15.799
H 8.270 12.889 7.409
H 6.944 8.249 11.794
C 10.908 12.055 9.448
H 10.553 7.663 11.718
H 8.707 9.312 9.678
*
```

Values from the calculation:
LUMO (spin up / spin down) in eV: -6.6 / -7.9
Relative energy (zero: lowest compared OMol25 entry of this formula, charge and spin) in kcal/mol: 5.0
HOMO-LUMO gap (spin up / spin down) in hartree: 0.25955 / 0.21166
<S²>: 0.777
Strongest force on any atom in eV/Å: 3.53
HOMO level (spin up / spin down) in eV: -13.7 / -13.7